1.
81
Properties=species:S:1:pos:R:3:forces:R:3:mulliken_charge:R:1 method="wB97M-V/def2-TZVPD" multiplicity=4 relative_energy_kj_mol=262.1 e_homo_ev="-19.90 / -19.59" lumo_energy_ev="-13.479 / -14.629" charge=+4
Re -0.13916 0.42343 -0.16717 -1.1 -1.0 1.2 -0.60
P -0.16458 2.76851 -0.51039 0.1 2.3 -0.7 0.69
P -2.28993 0.09727 0.98828 -2.2 0.2 0.9 0.61
P 1.73963 -0.24560 -1.37147 2.9 -0.2 -2.3 0.65
H -2.11102 -4.16815 -0.92970 0.4 -0.6 0.2 0.32
C -1.04677 -4.43838 -0.84946 0.4 1.2 0.4 -0.70
C -0.42684 -4.54194 0.34522 -0.3 -0.6 -0.6 -0.60
H -1.02929 -4.65329 1.25024 0.1 0.3 -0.2 0.37
C -1.46272 3.35551 -1.69956 0.0 -0.5 0.2 -1.16
C -0.49946 3.77057 1.02333 0.2 -0.7 -0.3 -1.19
C 1.40774 3.43019 -1.24917 -0.3 -0.2 0.5 -1.12
C -2.90070 -1.60589 1.39050 0.6 -0.1 -0.2 -1.03
C -2.52443 0.94934 2.61263 0.2 0.0 -0.1 -1.09
C -3.79761 0.70290 0.12848 0.3 0.1 -0.3 -1.26
C 2.38582 -1.98735 -1.46955 -0.7 -0.2 0.5 -1.28
C 3.33705 0.60954 -0.95174 -0.2 0.0 0.3 -1.60
C 1.70721 0.07158 -3.19134 -0.3 0.0 0.1 -0.78
H -0.52254 -4.44499 -1.81449 0.0 -0.2 0.5 0.39
H 0.64181 -4.77855 0.47460 -0.5 0.1 -0.4 0.33
H -1.18212 3.07629 -2.71925 0.0 0.0 0.2 0.36
H -1.61194 4.44630 -1.67533 0.3 -0.3 0.2 0.60
H -2.41458 2.86665 -1.44711 0.2 0.2 -0.1 0.13
H -0.45603 4.85117 0.83293 0.0 -0.3 -0.2 0.56
H 0.26081 3.52388 1.77353 -0.3 0.2 -0.1 0.30
H -1.50576 3.52679 1.39587 0.4 0.1 -0.1 0.32
H 1.40871 4.52906 -1.30680 -0.2 -0.3 0.1 0.58
H 1.52476 3.03514 -2.26713 0.0 0.0 0.3 0.28
H 2.24472 3.12384 -0.60768 -0.1 0.1 -0.3 0.28
H -3.97795 -1.54874 1.59420 0.3 0.1 0.0 0.56
H -2.39072 -2.02343 2.26682 -0.2 0.0 -0.3 0.39
H -2.72934 -2.27932 0.54308 -0.1 0.1 0.2 0.13
H -3.60520 1.01471 2.80747 0.3 -0.1 0.0 0.56
H -2.11450 1.96508 2.57546 -0.2 -0.2 0.1 0.19
H -2.05642 0.39551 3.43727 -0.2 0.3 -0.2 0.31
H -4.66915 0.40096 0.72668 0.2 0.2 -0.2 0.63
H -3.87249 0.25367 -0.87050 -0.1 0.1 0.2 0.29
H -3.78058 1.79614 0.03506 -0.1 -0.2 0.0 0.32
H 3.13984 -2.03267 -2.26956 -0.3 0.2 0.3 0.52
H 1.57554 -2.69219 -1.69489 0.2 0.1 0.0 0.24
H 2.85145 -2.29971 -0.52711 -0.1 0.0 -0.4 0.38
H 3.55664 1.35997 -1.71542 0.0 -0.1 0.1 0.52
H 4.14876 -0.13298 -0.93190 -0.2 0.3 -0.1 0.51
H 3.28607 1.10465 0.02530 0.1 0.0 -0.2 0.30
H 2.63280 -0.31377 -3.63413 -0.2 0.1 0.1 0.63
H 1.62807 1.14096 -3.39742 0.0 -0.1 0.0 0.21
H 0.85992 -0.42890 -3.67030 0.3 0.0 0.0 0.14
C -1.74626 -0.18622 -3.29233 0.9 0.7 1.4 0.80
C -2.50061 0.84098 -3.87323 -0.3 1.2 -1.1 -0.47
C -2.50344 0.97503 -5.25236 -0.7 0.1 1.3 -0.80
C -1.91170 -0.06220 -6.00029 -0.2 0.3 -1.3 -0.52
C -1.40883 -1.23605 -5.41252 0.0 -1.1 1.4 -0.34
C -1.36816 -1.33265 -4.02235 0.3 -0.4 -1.1 -0.75
O -1.26874 0.12444 -2.04330 -1.1 -1.8 -2.3 0.00
H -0.56968 -0.61055 -1.61527 -1.0 0.4 -1.3 -0.01
H -2.92814 1.58506 -3.20811 0.0 0.0 -0.3 0.67
H -3.00524 1.84313 -5.70544 0.4 -0.6 0.0 0.50
H -1.89583 0.00591 -7.09342 0.0 0.0 0.4 0.48
H -1.10736 -2.08984 -6.04329 -0.1 0.6 0.4 0.49
H -1.04480 -2.23226 -3.50487 0.2 0.1 -0.1 0.55
C 1.08408 -0.02937 4.81801 0.2 0.2 0.2 -0.87
N 0.90564 -1.38303 4.23499 1.8 1.0 -1.3 0.38
C 2.27009 -1.96963 4.07400 0.3 -1.3 0.8 -0.79
N 3.06284 -1.15976 3.12512 -2.7 0.7 0.0 0.43
C 3.21641 0.20368 3.67092 0.2 0.5 0.7 -0.86
N 1.90353 0.84254 3.94827 0.1 -0.7 0.0 0.24
C 1.21118 1.24842 2.75107 0.4 -0.2 0.3 -1.19
P 0.85551 -0.25469 1.69399 1.0 0.5 2.0 2.59
C 0.13437 -1.40147 3.01441 -0.3 -0.5 0.4 -1.21
C 2.50099 -1.18264 1.78437 1.0 -0.4 0.3 -1.36
H 1.62348 -0.13473 5.77764 -0.5 0.0 -0.4 0.33
H 0.09362 0.42028 4.96431 0.3 0.0 0.1 0.40
H 2.17621 -2.99906 3.69846 0.1 0.3 0.2 0.37
H 2.77720 -1.94960 5.05780 -0.3 -0.2 -0.6 0.37
H 3.76776 0.81851 2.94614 0.0 -0.1 0.4 0.40
H 3.74787 0.12590 4.63722 0.0 0.1 -0.6 0.34
H 0.26152 1.73477 3.00935 0.2 -0.2 -0.1 0.37
H 1.82778 1.95685 2.18342 -0.1 -0.1 0.1 0.43
H 0.14692 -2.40973 2.57115 -0.2 0.2 0.3 0.35
H -0.89290 -1.09962 3.23721 0.3 -0.1 0.0 0.49
H 3.23481 -0.75346 1.09814 -0.2 0.1 0.1 0.60
H 2.29434 -2.22269 1.48242 0.1 0.3 0.2 0.42

---

2.
81
Properties=species:S:1:pos:R:3:forces:R:3:mulliken_charge:R:1 method="wB97M-V/def2-TZVPD" relative_energy_kj_mol=185.2 e_homo_ev="-16.32 / -16.26" lumo_energy_ev="-11.829 / -10.940" charge=+3
Tl -0.97094 -1.92459 -2.77440 -0.4 -0.1 0.3 1.13
P 0.05483 0.25393 2.18786 0.0 -0.1 2.2 0.71
P 2.71450 -0.72879 -0.40530 0.7 0.1 -0.6 0.56
P 0.33825 -2.76358 1.44198 -0.4 -1.5 1.7 1.00
H -5.32536 -0.13159 -4.13056 -0.4 -0.4 0.2 0.22
C -5.91672 -0.74334 -3.43318 0.6 0.0 0.6 -0.45
C -5.83415 -0.48247 -2.11810 -0.1 -0.1 -0.6 -0.48
H -5.18299 0.32829 -1.75432 -0.5 -0.3 -0.1 0.20
C -0.08651 2.08953 2.29339 0.1 0.3 -1.0 -1.19
C 1.36076 0.08590 3.48244 0.3 -0.3 -0.6 -1.17
C -1.42506 -0.13552 3.21112 -0.3 -0.3 -0.6 -1.29
C 3.33169 -1.38845 -2.01218 -0.2 -0.1 0.0 -1.32
C 3.72607 0.81006 -0.40891 -0.2 0.2 0.2 -1.17
C 3.84114 -1.69243 0.68533 -0.3 0.0 0.2 -1.24
C -1.39593 -3.30469 1.74604 -0.5 0.6 -0.5 -1.48
C 0.95292 -3.34055 3.08326 0.4 0.7 0.0 -1.49
C 1.06774 -4.18142 0.52141 0.3 0.4 -1.0 -1.33
H -6.48805 -1.58179 -3.85604 0.1 0.6 0.3 0.25
H -6.43825 -1.01698 -1.37554 0.3 0.2 -0.3 0.28
H -0.79210 2.45220 1.53384 0.1 0.1 0.3 0.32
H 0.89397 2.55255 2.12374 -0.2 -0.1 0.0 0.26
H -0.45282 2.36895 3.29017 0.1 -0.2 -0.2 0.56
H 2.23150 0.67873 3.17804 -0.1 -0.2 0.2 0.40
H 1.66915 -0.95692 3.60634 0.0 0.3 0.1 0.25
H 0.97006 0.47084 4.43233 0.1 0.0 -0.2 0.44
H -2.30900 -0.06770 2.56572 0.0 -0.1 0.3 0.39
H -1.50895 0.60913 4.01057 0.0 -0.2 -0.1 0.51
H -1.38075 -1.13900 3.64428 0.0 0.2 -0.1 0.26
H 4.42872 -1.44099 -1.98844 -0.3 0.0 -0.2 0.41
H 3.01125 -0.72987 -2.82991 0.1 -0.2 0.1 0.35
H 2.92024 -2.39136 -2.18092 0.2 0.1 -0.1 0.35
H 4.78819 0.54483 -0.48028 -0.2 0.2 0.0 0.53
H 3.55499 1.35849 0.52427 0.2 0.0 -0.1 0.33
H 3.45654 1.45517 -1.25350 0.1 -0.1 0.1 0.20
H 4.85550 -1.61503 0.27559 -0.2 -0.1 0.2 0.55
H 3.54550 -2.74462 0.73129 0.2 0.2 0.0 0.30
H 3.82565 -1.27197 1.69686 0.1 -0.1 -0.1 0.33
H -1.49887 -4.37069 1.52160 0.1 0.2 0.1 0.47
H -2.08208 -2.74930 1.09855 -0.1 -0.2 0.2 0.36
H -1.66480 -3.12624 2.79409 0.1 0.0 -0.3 0.48
H 0.68940 -4.40219 3.17325 0.0 0.2 -0.1 0.51
H 0.48252 -2.78008 3.89692 0.2 -0.2 -0.1 0.46
H 2.04190 -3.23222 3.12937 -0.2 -0.1 0.2 0.37
H 0.50538 -5.09122 0.76004 0.0 0.2 0.1 0.52
H 2.11466 -4.32116 0.81644 -0.3 0.1 0.0 0.47
H 1.03101 -4.02463 -0.56269 0.1 -0.2 0.2 0.29
C -2.72001 -4.56712 -2.61621 -0.7 -0.3 -1.6 0.14
C -2.25171 -5.38793 -3.67486 -0.5 0.1 0.3 -0.24
C -3.18389 -6.05074 -4.45400 0.2 -0.1 0.0 -0.63
C -4.55314 -5.87320 -4.21611 0.4 0.0 0.0 -0.45
C -4.99302 -4.90771 -3.30400 -0.1 0.1 0.1 -0.54
C -4.09153 -4.22671 -2.49323 0.5 -0.2 -0.1 -0.25
S -1.48052 -4.06927 -1.56547 0.9 1.9 0.2 -0.16
H -1.01116 -0.37104 -3.67101 0.1 -1.0 0.5 -0.19
H -1.16514 -5.47821 -3.82307 -0.7 -0.3 0.1 0.43
H -2.81366 -6.72372 -5.22123 -0.3 0.0 0.0 0.41
H -5.26329 -6.49482 -4.75500 0.0 0.3 0.0 0.44
H -6.05509 -4.69573 -3.22242 0.1 -0.1 0.0 0.43
H -4.40764 -3.43310 -1.80499 0.0 -0.6 -0.2 0.41
C 0.08161 5.47605 -1.75281 0.1 -0.3 0.0 -0.91
N 1.39373 4.81476 -1.58071 -0.7 -0.5 -0.6 0.17
C 1.91497 4.39636 -2.89812 -0.2 -0.1 0.1 -0.92
N 0.96926 3.51812 -3.62709 -0.4 0.4 0.9 0.17
C -0.33760 4.20137 -3.75418 0.1 -0.1 0.3 -0.86
N -0.89190 4.60684 -2.44546 1.1 -0.5 0.1 0.19
C -1.26314 3.44924 -1.62726 -1.1 -0.1 0.2 -1.08
P 0.19067 2.32088 -1.23226 0.5 2.2 -1.3 0.85
C 1.32615 3.70869 -0.63256 0.7 0.0 0.8 -0.88
C 0.84800 2.21076 -2.99635 0.4 -0.9 -0.4 -0.91
H 0.23381 6.37883 -2.36514 -0.1 -0.3 0.3 0.33
H -0.31708 5.73914 -0.76400 0.1 0.1 -0.3 0.39
H 2.86305 3.85963 -2.75558 -0.2 0.3 -0.1 0.41
H 2.06973 5.30414 -3.50322 0.1 -0.4 0.2 0.31
H -1.04709 3.52142 -4.24530 0.2 0.3 0.0 0.38
H -0.18621 5.11146 -4.35642 -0.2 -0.4 0.1 0.32
H -1.69878 3.79758 -0.68073 0.0 -0.1 -0.2 0.39
H -2.02034 2.85200 -2.15394 0.1 0.2 0.1 0.54
H 2.33250 3.30080 -0.46171 -0.3 0.1 0.0 0.48
H 0.94215 4.07618 0.33068 0.1 -0.1 -0.3 0.60
H 0.16260 1.56911 -3.56827 0.2 0.2 0.0 0.49
H 1.83017 1.71547 -2.97658 -0.2 0.1 0.0 0.35

---

3.
82
Properties=species:S:1:pos:R:3:forces:R:3:mulliken_charge:R:1 method="wB97M-V/def2-TZVPD" e_homo_ev=-4.38 lumo_energy_ev=2.358 charge=-1
O -1.92064 1.42483 -1.69659 0.0 0.2 0.0 -0.58
C -1.71869 0.57901 -0.54832 0.1 -0.1 -0.5 0.73
C -0.45822 0.92789 0.22055 -0.2 -0.1 0.2 0.33
Al -0.49154 1.76204 2.06336 0.0 0.5 0.2 -0.15
H -1.03182 1.58767 -2.04330 -0.2 0.1 0.0 0.25
H -2.64059 0.62090 0.02643 -0.1 0.2 0.2 0.31
H -1.62954 -0.44641 -0.92564 -0.1 -0.2 0.0 -0.71
H 0.07571 -0.01459 0.34150 0.4 0.0 0.1 -0.48
H 0.14104 1.55464 -0.44362 0.3 0.0 0.0 0.09
H 0.79136 1.23269 2.91256 0.0 0.0 0.1 -0.24
H -1.90941 1.44693 2.83204 0.1 0.0 -0.1 -0.27
H -0.23911 3.41316 1.96831 -0.2 -0.1 -0.1 -0.28
C 0.91893 -1.98918 4.85976 0.0 0.0 -0.1 -1.20
C 0.86303 -2.31398 3.38501 -0.3 -0.1 0.3 1.01
O 1.15968 -1.49894 2.55263 0.3 -0.2 -0.4 -0.45
C 0.41994 -3.71865 3.01785 0.0 0.1 -0.1 -1.22
H 1.21977 -0.95031 4.97438 0.0 0.0 0.0 0.27
H -0.05858 -2.13591 5.32249 0.0 0.0 0.0 0.42
H 1.63776 -2.64762 5.34986 0.0 0.0 0.1 0.28
H -0.58215 -3.90917 3.40593 0.0 0.0 0.0 0.33
H 1.09225 -4.45153 3.46964 0.0 0.0 0.0 0.34
H 0.41793 -3.82927 1.93593 0.0 0.0 0.0 0.24
C 1.17229 -1.71317 -1.91557 -0.2 -0.2 0.3 -0.30
C 0.15391 -2.69426 -2.43772 0.2 0.1 -0.3 0.98
O -0.61668 -3.29329 -1.72633 -0.1 -0.1 0.1 -0.58
C 0.13954 -2.88711 -3.94290 -0.1 0.0 0.1 -0.87
H 1.08771 -1.62616 -0.83474 0.0 0.0 0.0 -0.09
H 2.17771 -2.05658 -2.17020 0.0 0.1 -0.1 0.50
H 0.98858 -0.73453 -2.36327 0.1 0.0 0.0 -0.19
H 1.11593 -3.23624 -4.28558 0.0 0.0 0.0 0.38
H -0.06149 -1.93376 -4.43719 0.0 0.0 0.0 -0.09
H -0.62617 -3.60828 -4.21709 0.0 0.0 0.0 0.32
C -5.89195 -1.85239 0.85325 0.1 0.1 0.1 -1.28
C -4.38300 -1.78878 1.01515 0.0 -0.1 -0.3 0.85
O -3.87176 -1.26536 1.96913 0.0 -0.1 0.2 -0.50
C -3.56723 -2.41734 -0.09357 0.0 0.0 0.1 -0.65
H -6.36868 -1.37010 1.70254 0.0 0.0 0.0 0.33
H -6.19085 -1.35184 -0.06971 0.0 0.0 0.0 0.31
H -6.22062 -2.89142 0.78324 0.0 0.0 0.0 0.33
H -3.78786 -1.92819 -1.04469 0.0 0.0 0.0 0.03
H -3.82517 -3.47384 -0.19935 0.0 0.0 0.0 0.54
H -2.50764 -2.31737 0.11993 0.0 0.0 0.0 0.08
C 0.97170 0.85964 -5.67220 0.0 0.2 0.3 -0.39
C 1.36540 1.50959 -4.36387 0.3 0.0 -0.5 0.77
O 0.62228 1.51793 -3.41419 -0.2 0.0 0.2 -0.43
C 2.73490 2.14648 -4.29944 -0.1 0.0 0.1 -1.45
H -0.03397 0.44904 -5.60004 0.4 0.1 0.0 -0.31
H 1.00426 1.59482 -6.47890 0.1 0.0 0.0 0.43
H 1.68213 0.06945 -5.92571 0.0 0.0 0.0 0.30
H 2.82223 2.92586 -5.05866 0.0 0.0 0.0 0.37
H 3.50398 1.40031 -4.50819 0.0 0.0 0.0 0.33
H 2.89327 2.57193 -3.31237 0.0 0.0 0.0 0.35
C 6.20997 -2.59864 6.04776 -0.1 0.0 0.0 -1.24
C 4.77213 -2.41813 5.60960 0.1 0.2 -0.2 0.89
O 3.86648 -2.98463 6.17316 0.0 -0.1 0.1 -0.54
C 4.53757 -1.49470 4.43840 -0.1 -0.1 0.0 -0.80
H 6.25532 -3.27939 6.89352 0.0 0.0 0.0 0.34
H 6.80500 -2.99313 5.22220 0.0 0.0 0.0 0.31
H 6.63937 -1.63445 6.32502 0.0 0.0 0.0 0.31
H 5.08381 -1.85404 3.56389 0.0 0.0 0.0 0.33
H 4.91628 -0.49648 4.66584 0.0 0.0 0.0 0.32
H 3.47994 -1.42791 4.20017 0.0 0.0 0.0 0.01
C -2.73366 0.04261 -4.34639 0.3 0.0 -0.1 -0.22
C -2.53966 -0.59839 -5.69073 -0.5 -0.1 0.0 0.94
O -1.46259 -0.65543 -6.24209 -0.3 -0.3 -0.2 -0.63
C -3.77475 -1.18807 -6.34224 0.1 0.0 0.0 -1.35
H -1.79508 0.43147 -3.96528 0.0 0.0 0.1 -0.26
H -3.45393 0.85965 -4.40908 0.0 0.0 0.0 0.46
H -3.12544 -0.68121 -3.62954 0.0 0.0 0.0 -0.01
H -4.53100 -0.41277 -6.47709 0.0 0.0 0.0 0.34
H -4.20742 -1.95192 -5.69382 0.0 0.0 0.0 0.31
H -3.51674 -1.62359 -7.30397 0.0 0.0 0.0 0.35
C 0.64297 8.01401 2.23453 0.1 -0.1 0.0 -1.04
C 1.24080 6.90678 3.08440 -0.3 0.1 -0.2 0.84
O 2.43655 6.82021 3.23429 0.1 0.0 0.1 -0.57
C 0.25048 5.96174 3.70140 0.2 -0.1 0.2 -0.89
H 1.43499 8.64212 1.83453 0.0 0.0 0.0 0.29
H 0.06509 7.57798 1.41802 0.0 0.0 0.0 0.30
H -0.04254 8.61714 2.83317 0.0 0.0 0.0 0.30
H -0.34232 5.46139 2.93314 0.0 0.0 0.0 0.21
H -0.41943 6.51493 4.36500 -0.1 0.0 -0.1 0.31
H 0.76792 5.19361 4.26969 0.0 0.0 0.0 0.28

---

Looking at total energy for the records above, in order, we have -70404.473, -81768.444, -47638.490 eV.